No. 1
61
Properties=species:S:1:pos:R:3:forces:R:3:lowdin_charge:R:1 method="wB97M-V/def2-TZVPD" homo_lumo_gap_ha=0.0790 charge=+1 spin_multiplicity=1
N -0.3499 -0.8152 -1.6638 -0.7 1.6 -0.5 0.034
C 0.0291 0.4391 -2.3847 0.7 -0.4 -0.1 -0.198
C 1.2170 1.2173 -1.6245 0.0 0.8 -2.3 -0.362
O 0.7050 1.9961 -0.5269 0.4 -0.5 0.3 -0.072
C 2.4397 0.2754 -1.2634 -0.5 0.7 -0.7 -0.255
P 2.2696 -0.6787 0.3584 4.9 -0.4 -5.4 0.414
C 2.8569 0.8170 1.4331 1.1 -0.7 1.1 -0.338
S 1.6828 1.3344 2.7799 0.5 8.5 -0.7 0.691
O 0.2079 1.3395 2.3853 2.7 -3.6 0.6 -0.330
O 2.0385 2.7490 3.1515 -0.5 -4.2 -0.3 -0.309
H -1.3352 -0.7339 -1.3919 0.4 -0.4 -0.2 0.095
H -0.1732 -1.6621 -2.2443 0.2 -0.1 0.4 -0.125
H -0.8752 1.1128 -2.5582 1.3 -0.8 0.4 0.129
H 0.4555 0.1031 -3.3938 -0.5 0.8 1.2 0.057
H 1.6073 1.9668 -2.3978 -0.5 -1.1 0.8 0.155
H 0.5928 2.9321 -0.7707 0.1 -0.7 -0.1 0.117
H 2.5536 -0.5133 -2.0849 -0.3 1.0 1.1 0.110
H 3.4010 0.8924 -1.2997 -1.2 -0.8 0.3 0.109
H 3.6406 -1.1584 0.2370 -0.3 0.3 0.6 0.050
H 2.1679 -1.5063 1.5762 -0.9 -0.3 2.0 -0.033
H 0.8600 -0.3482 0.5205 -1.2 1.6 -1.8 -0.141
H 1.8291 -1.8543 -0.3819 -0.6 0.2 0.9 -0.010
H 3.8060 0.4615 1.9686 -1.4 0.4 -0.3 0.112
H 3.2045 1.6847 0.7770 -1.3 -0.5 1.4 0.118
H 1.8495 0.5957 3.9780 0.7 -0.3 -1.8 0.031
Li 0.7937 0.6732 5.2208 -2.5 0.2 2.5 0.639
Al 0.4871 -0.8571 1.8533 -3.2 -2.3 1.6 0.513
Cl 0.5416 -2.3204 -3.9664 -0.4 -0.3 -0.1 0.204
F -1.5917 0.4904 6.2268 1.9 0.0 -1.1 -0.801
C -0.0684 1.7096 -6.1699 -0.3 0.3 0.0 -0.332
O 0.9613 1.4468 -5.5744 -0.1 0.1 0.3 -0.003
N -0.9216 2.7201 -5.8545 0.3 -0.6 -0.2 -0.198
C -2.1317 2.9703 -6.6140 0.1 0.2 0.2 -0.051
C -0.6119 3.5739 -4.7249 0.2 -0.1 -0.1 -0.040
H -0.3958 1.1244 -7.0428 -0.1 0.0 0.0 0.138
H -2.0916 3.9806 -7.0277 -0.2 -0.1 -0.1 0.094
H -2.9952 2.8822 -5.9503 -0.1 0.0 -0.2 0.091
H -2.2344 2.2547 -7.4297 0.1 0.0 0.1 0.088
H 0.3537 4.0565 -4.8930 -0.1 0.0 0.2 0.099
H -0.5447 2.9638 -3.8205 0.0 0.2 0.1 0.060
H -1.3835 4.3327 -4.5980 0.0 -0.1 -0.1 0.093
N -2.8502 -4.1295 -3.7966 0.0 -0.8 -0.4 -0.598
O -2.3558 -4.6797 -2.8129 0.0 0.4 0.1 0.103
O -3.2248 -4.7939 -4.7519 0.1 0.4 0.3 0.182
O -2.9665 -2.9007 -3.8162 0.3 0.3 0.1 0.133
Be -0.8426 -3.1287 1.4128 2.0 -0.3 -2.6 0.536
C -5.0592 -2.7877 0.4692 0.0 -0.1 -0.2 -0.150
O -4.3714 -4.0198 0.6623 0.6 0.1 0.1 -0.138
H -5.4828 -2.4702 1.4211 0.1 -0.1 0.0 0.086
H -4.3617 -2.0243 0.1119 -0.2 0.2 0.0 0.065
H -5.8640 -2.9232 -0.2563 0.0 0.2 0.0 0.086
H -4.0071 -4.2803 -0.1932 -0.1 -0.1 0.1 0.065
Cl 0.1748 -4.1385 -0.5280 -1.7 1.4 2.9 -0.102
Cl 3.3833 1.5741 9.5192 0.0 0.0 -0.1 0.541
C 2.1589 0.4779 10.2065 -0.2 0.0 0.1 -0.653
C 1.8958 -0.7140 9.3126 0.6 -0.1 0.3 -0.636
Cl 1.0731 -0.2488 7.7994 -0.4 0.0 -0.2 0.529
H 1.2504 1.0541 10.3839 0.1 0.0 -0.1 0.076
H 2.5414 0.1391 11.1702 0.0 -0.1 -0.1 0.078
H 1.2412 -1.4231 9.8211 -0.1 0.1 -0.1 0.082
H 2.8195 -1.2310 9.0513 -0.1 0.1 0.0 0.071

***

No. 2
21
Properties=species:S:1:pos:R:3:forces:R:3:lowdin_charge:R:1 method="wB97M-V/def2-TZVPD" homo_lumo_gap_ha=0.2109 charge=-1 spin_multiplicity=1 relative_energy_kcal_mol=39.4
C -0.7432 -0.1527 -1.8480 0.2 -2.2 -0.5 -0.563
O -1.0544 -0.0663 -3.1258 0.6 0.2 -0.2 -0.336
C 0.7726 -0.6053 -1.3972 -2.1 1.4 -1.2 -0.209
C 0.7801 -0.8484 0.0719 1.0 -1.7 0.3 -0.346
C 2.2306 -1.0644 0.5517 -1.4 0.7 2.1 -0.489
S 2.2007 -1.7333 2.3585 0.3 0.4 -1.0 0.582
H -1.3736 -0.9574 -1.3451 0.1 0.5 0.4 0.092
H -0.8578 0.7990 -1.3136 0.0 0.8 0.7 0.056
H 1.0176 -1.4978 -1.9846 0.3 0.4 0.0 0.105
H 1.3121 0.3171 -1.6588 0.6 -0.6 -0.1 0.102
H 0.1843 -0.1436 0.6530 0.5 0.5 0.1 0.090
H 0.3060 -1.8034 0.3216 -0.3 0.0 -0.4 0.095
H 2.7745 -0.1383 0.6330 0.3 0.3 -0.2 0.048
H 2.7685 -1.7432 -0.0834 0.1 -0.5 0.0 0.058
H 1.6647 -0.6127 2.8909 0.1 -0.3 -0.2 -0.168
H -2.1859 2.0102 1.6105 1.0 0.5 -0.6 -0.007
H -1.0074 3.0080 1.0715 -0.5 -0.6 -0.1 0.021
O -1.6484 2.8228 1.7672 -0.2 0.7 1.0 -0.115
H -1.5581 0.6958 0.2341 -0.2 0.1 -1.1 -0.017
H -3.1303 1.0551 0.0187 0.8 -0.1 -0.6 0.072
O -2.4527 0.6586 0.5738 -1.3 -0.6 1.7 -0.071

***

No. 3
11
Properties=species:S:1:pos:R:3:forces:R:3:lowdin_charge:R:1 method="wB97M-V/def2-TZVPD" homo_lumo_gap_ha=0.3229 charge=0 spin_multiplicity=1 relative_energy_kcal_mol=52.1
C -0.9687 0.1910 -1.7102 0.2 -0.1 -0.2 -0.030
C -0.5706 -0.1913 -0.3547 0.5 0.5 1.0 -0.063
N -0.7732 -0.0544 0.8323 -0.1 -0.2 -0.9 0.092
C 0.2088 -0.0582 1.7720 0.3 0.0 0.2 -0.145
C 1.4543 -0.1987 1.1772 -0.1 0.1 0.0 -0.280
O 1.5169 -0.2939 -0.0861 -0.9 0.1 -0.2 -0.046
H -0.8926 1.2637 -1.8905 0.2 0.0 0.2 0.090
H -1.9942 -0.0973 -1.9539 0.1 -0.2 0.4 0.094
H -0.3064 -0.3294 -2.3801 0.2 -0.1 -0.5 0.082
H -0.0491 -0.0060 2.8047 0.1 0.0 0.4 0.082
H 2.3748 -0.2255 1.7892 -0.4 -0.1 -0.4 0.125

***

No. 4
16
Properties=species:S:1:pos:R:3:forces:R:3:lowdin_charge:R:1 method="wB97M-V/def2-TZVPD" smiles="C=CO.CSC" homo_lumo_gap_ha=0.3393 charge=0 spin_multiplicity=1 relative_energy_kcal_mol=30.0
C 2.2575 -1.4446 0.8310 0.1 1.1 -0.9 -0.399
S 1.7444 -0.4072 -0.6044 -0.2 -0.6 0.6 0.726
C 0.9539 0.9439 0.2895 0.2 0.1 -0.3 -0.455
H 2.4209 -2.4428 0.4420 0.0 -0.1 0.3 0.023
H 1.5272 -1.3856 1.6282 -0.3 -0.3 -0.1 0.023
H 3.1633 -0.9801 1.1894 0.4 -0.3 0.3 0.018
H 0.2020 1.3105 -0.4029 0.0 0.3 0.2 0.009
H 0.4544 0.6038 1.1924 0.0 -0.2 0.0 0.015
H 1.6517 1.7336 0.5682 0.0 0.0 -0.1 0.036
C -2.2513 1.4769 0.5951 0.1 0.9 0.1 -0.022
C -2.6116 0.6118 -0.3329 0.0 -0.5 -0.1 -0.278
O -2.1945 -0.6867 -0.3713 -0.5 -0.1 0.3 -0.010
H -2.4329 2.5375 0.4840 -0.5 -0.1 0.0 0.058
H -1.6315 1.2299 1.4440 0.1 -0.3 -0.1 0.047
H -3.3053 0.8010 -1.1388 0.2 0.4 -0.2 0.112
H -1.9114 -0.9078 0.5223 0.3 -0.2 -0.1 0.096

***

No. 5
15
Properties=species:S:1:pos:R:3:forces:R:3:lowdin_charge:R:1 method="wB97M-V/def2-TZVPD" smiles="CCNC(C)=O" homo_lumo_gap_ha=0.3849 charge=0 spin_multiplicity=1 relative_energy_kcal_mol=5.6
C -2.3249 0.5572 -0.0108 0.0 0.0 0.0 -0.096
C -1.1779 -0.3314 -0.4644 -0.1 -0.1 0.0 -0.250
N 0.1221 0.1956 -0.0929 0.1 0.0 -0.1 0.034
C 1.1580 -0.6489 0.1952 0.0 0.0 0.0 -0.544
O 0.9946 -1.8305 0.4481 0.1 0.3 -0.1 0.041
C 2.5331 -0.0112 0.1872 0.1 0.0 0.0 -0.006
H -3.2742 0.1444 -0.3665 0.1 0.1 0.1 0.073
H -2.2343 1.5730 -0.4146 0.0 -0.1 0.1 0.069
H -2.3617 0.6239 1.0804 0.0 0.0 -0.1 0.075
H -1.2422 -1.3223 -0.0111 0.0 0.1 -0.1 0.113
H -1.2129 -0.4705 -1.5541 -0.1 0.0 0.1 0.119
H 0.3483 1.1310 -0.3954 0.0 -0.1 0.0 0.130
H 2.5726 0.9069 -0.4074 0.0 -0.1 0.1 0.072
H 3.2348 -0.7390 -0.2249 -0.1 0.1 0.1 0.084
H 2.8439 0.2178 1.2102 -0.1 0.0 -0.1 0.085

***

No. 6
116
Properties=species:S:1:pos:R:3:forces:R:3:lowdin_charge:R:1 method="wB97M-V/def2-TZVPD" homo_lumo_gap_ha="0.1804 / 0.1920" charge=-1 spin_multiplicity=4 relative_energy_kcal_mol=0.0
Co -0.3237 0.8158 -0.6313 0.7 -1.2 -0.3 0.401
C -0.5104 -0.4976 -3.6699 -0.2 -0.2 0.0 -0.081
C -1.4998 -1.6031 -3.3507 0.2 0.1 0.1 -0.364
C -0.7692 -2.9365 -3.2370 -0.3 0.2 0.0 -0.068
C -2.3005 -1.1860 -2.1052 -0.6 -0.2 -0.7 -0.260
C -3.4015 -2.1963 -1.7148 -0.1 0.3 -0.8 -0.100
O -3.1869 -2.4532 -0.3492 0.6 0.3 1.0 -0.034
C -2.1351 -1.6561 0.0770 -0.2 0.5 -2.8 -0.299
N -1.5552 -0.9726 -0.8666 -0.4 -0.9 1.6 0.129
C -1.9305 -1.6911 1.5009 0.3 0.0 2.0 -0.150
C -2.8281 -2.5118 2.2233 0.1 0.0 -0.6 -0.020
C -2.8230 -2.5859 3.5921 0.2 0.1 0.5 -0.077
C -1.9105 -1.8247 4.3168 -0.1 -0.1 -0.3 -0.057
C -1.0128 -1.0310 3.6318 -0.2 -0.1 0.2 -0.086
C -0.9733 -0.9480 2.2422 -0.4 -0.3 -0.4 -0.263
P 0.4144 0.0577 1.5030 -0.5 0.3 0.4 1.105
C 1.7489 -1.0521 2.1433 0.1 -0.2 -0.1 -0.307
C 1.4882 -2.3854 2.4690 0.0 0.2 0.2 -0.120
C 2.4937 -3.2303 2.8989 0.1 -0.2 0.1 -0.102
C 3.7964 -2.7781 3.0175 0.1 0.0 0.0 -0.094
C 4.0753 -1.4597 2.6994 0.1 -0.2 0.1 -0.075
C 3.0692 -0.6182 2.2608 0.0 0.1 0.0 -0.089
C 0.3963 1.3898 2.7823 -0.1 0.0 -0.1 -0.332
C 1.2046 1.4329 3.9133 0.0 -0.1 -0.1 -0.101
C 1.0761 2.4654 4.8269 0.1 0.1 0.1 -0.094
C 0.1582 3.4805 4.6135 0.0 0.1 0.0 -0.100
C -0.6174 3.4695 3.4666 -0.1 0.1 0.1 -0.066
C -0.4978 2.4302 2.5630 -0.1 -0.1 -0.2 -0.079
H 0.0711 -0.7170 -4.5604 0.1 0.0 -0.1 0.081
H 0.1785 -0.3774 -2.8349 0.1 0.0 -0.2 0.035
H -1.0180 0.4518 -3.8178 0.0 0.2 0.0 0.088
H -2.2361 -1.6882 -4.1636 0.0 0.1 0.1 0.141
H -0.0815 -2.8991 -2.4003 0.1 -0.1 0.0 0.041
H -0.1930 -3.1108 -4.1447 0.1 0.0 0.0 0.086
H -1.4521 -3.7748 -3.1074 0.0 -0.2 0.1 0.063
H -2.7545 -0.2247 -2.3675 0.1 -0.1 0.1 0.116
H -3.3407 -3.1420 -2.2670 0.1 0.1 0.1 0.115
H -4.4100 -1.7866 -1.8458 0.2 0.0 0.1 0.123
H -3.5465 -3.0958 1.6699 0.0 0.0 0.0 0.112
H -3.5315 -3.2228 4.1047 0.0 0.0 0.0 0.100
H -1.8877 -1.8645 5.3962 0.0 0.0 0.1 0.103
H -0.2902 -0.4603 4.1970 0.0 0.0 0.0 0.099
H 0.4835 -2.7802 2.4210 0.0 0.0 0.0 0.094
H 2.2456 -4.2491 3.1721 0.0 -0.1 0.0 0.095
H 4.5793 -3.4436 3.3554 0.0 0.0 0.0 0.096
H 5.0816 -1.0746 2.8054 0.0 0.0 -0.1 0.102
H 3.3103 0.4001 2.0075 0.0 0.1 0.0 0.091
H 1.9439 0.6645 4.0871 0.0 -0.1 0.1 0.096
H 1.6974 2.4820 5.7133 0.1 0.0 0.0 0.094
H 0.0641 4.2847 5.3313 0.0 0.0 0.0 0.093
H -1.3137 4.2726 3.2690 -0.1 0.0 -0.1 0.107
H -1.0893 2.4262 1.6579 -0.1 0.0 -0.1 0.072
O 2.1325 1.5896 0.8856 0.8 0.4 -0.7 -0.091
C 2.4253 1.5857 -0.3194 -0.4 -0.1 0.3 -0.458
N 1.6087 1.2166 -1.3263 -0.1 -0.2 0.3 0.092
C 2.2933 1.2934 -2.5219 -0.4 -0.1 -0.4 -0.434
O 1.8672 1.0463 -3.6339 0.3 0.1 0.3 0.067
C 3.6682 1.8015 -2.2336 0.6 0.3 0.7 -0.074
C 4.7322 2.1303 -3.0467 -0.2 -0.1 0.0 -0.007
C 5.8396 2.7263 -2.4554 0.1 0.1 0.1 -0.087
C 5.8839 2.9666 -1.0873 0.2 0.0 -0.1 -0.089
C 4.8304 2.6020 -0.2615 -0.4 -0.2 0.1 -0.008
C 3.7297 2.0176 -0.8554 0.7 0.2 -0.9 -0.085
H 4.7023 1.9453 -4.1086 -0.1 0.0 -0.2 0.113
H 6.6752 3.0310 -3.0696 0.1 0.0 -0.1 0.094
H 6.7516 3.4564 -0.6660 0.1 0.0 0.0 0.095
H 4.8485 2.7931 0.8021 0.0 0.0 0.1 0.115
C -0.7541 -5.6742 -0.3451 0.2 -0.2 0.0 -0.066
C 0.6570 -6.1486 -0.6885 0.0 0.2 -0.1 -0.398
C 0.8524 -6.2347 -2.2007 0.0 -0.1 0.2 -0.066
C 1.7398 -5.2814 -0.0235 0.0 -0.8 0.2 -0.122
N 1.8261 -3.9239 -0.4796 -0.6 1.2 -0.1 -0.085
C 1.0071 -2.8619 -0.3117 0.6 -0.4 -0.3 -0.189
N 1.5896 -1.8052 -0.8191 -1.0 0.1 0.2 0.044
N 2.7603 -2.2153 -1.2859 0.6 0.5 -0.4 -0.004
N 2.9227 -3.4560 -1.0966 0.6 -1.2 0.0 0.054
H -1.4836 -6.4269 -0.6410 -0.1 0.0 0.0 0.081
H -0.9920 -4.7526 -0.8688 -0.1 0.2 -0.1 0.054
H -0.8592 -5.5036 0.7251 -0.1 0.0 0.1 0.079
H 0.7931 -7.1507 -0.2625 0.0 0.1 0.0 0.132
H 0.8554 -5.2418 -2.6445 0.0 0.1 -0.1 0.062
H 0.0425 -6.8062 -2.6524 0.0 0.0 -0.1 0.079
H 1.7950 -6.7221 -2.4421 0.1 0.0 -0.1 0.078
H 2.7229 -5.7176 -0.2218 -0.1 0.1 0.1 0.128
H 1.5674 -5.2689 1.0574 0.1 0.0 -0.1 0.112
H 0.0433 -2.8839 0.1457 -0.2 -0.1 0.1 0.103
C -3.6436 1.2151 1.1002 -0.1 -0.1 -0.1 -0.073
C -4.2287 2.1993 0.0949 0.2 -0.1 -0.1 -0.374
C -4.5147 1.5399 -1.2540 0.0 0.1 0.1 -0.064
C -3.3464 3.4047 -0.1289 -0.1 0.1 0.1 -0.169
C -3.9330 4.6270 0.1174 -0.1 0.3 0.0 -0.095
C -3.2910 5.8244 -0.1373 -0.2 0.3 0.1 -0.141
C -2.0187 5.7690 -0.6773 -0.2 0.1 0.0 -0.089
C -1.3762 4.5787 -0.9485 0.0 0.1 0.0 -0.157
C 0.0288 4.6991 -1.4874 0.1 -0.1 0.1 -0.371
C 0.2709 3.8789 -2.7498 0.0 0.0 0.2 -0.070
C 0.9935 4.3535 -0.3538 0.0 0.0 -0.1 -0.053
C -1.9962 3.3111 -0.6393 -0.7 0.7 0.1 -0.315
N -1.4087 2.1431 -0.8165 -0.4 0.4 -0.2 -0.060
H -4.2895 0.3429 1.2007 -0.2 -0.2 0.1 0.074
H -3.5427 1.6879 2.0753 0.0 0.0 0.2 0.081
H -2.6622 0.8838 0.7699 0.0 0.1 0.0 0.025
H -5.1849 2.5598 0.5026 0.2 0.0 -0.1 0.119
H -3.5690 1.3739 -1.7588 0.1 0.0 -0.1 0.043
H -5.1224 2.1937 -1.8779 -0.1 0.1 -0.1 0.079
H -5.0387 0.5948 -1.1240 -0.1 -0.2 0.0 0.063
H -4.9411 4.6473 0.5163 -0.1 0.0 0.0 0.094
H -3.7773 6.7697 0.0611 0.0 0.1 0.0 0.075
H -1.5044 6.6988 -0.8940 0.1 0.0 -0.1 0.096
H 0.1968 5.7547 -1.7502 -0.1 -0.1 0.1 0.118
H 0.0294 2.8356 -2.5707 0.0 0.0 -0.1 0.032
H 1.3157 3.9474 -3.0486 0.2 0.0 -0.1 0.071
H -0.3512 4.2447 -3.5662 0.0 0.0 -0.1 0.078
H 0.7415 3.3827 0.0611 0.0 0.0 0.1 0.040
H 0.9097 5.0893 0.4455 0.0 0.1 0.1 0.083
H 2.0238 4.3281 -0.7037 0.3 0.0 0.0 0.073